No. 1
The following is a DFT calculation (ωB97M-V/def2-TZVPD) of the ion C2H3O2S2 with charge -1.

Calculated values
Net charge   -1
ΔE to the lowest compared entry with this formula, charge and spin   2.582 eV
E_LUMO   3.379 eV

Geometry (Å):
C: 0.193 -0.566 -0.544
C: 0.068 0.692 0.060
O: -1.698 1.293 -1.793
O: -1.618 2.760 0.259
S: 1.930 -0.073 -0.803
S: -0.883 2.194 -0.895
H: 0.265 -1.614 -0.067
H: -0.291 -0.679 -1.569
H: 0.508 0.835 1.122

=====

No. 2
The following is a DFT calculation (ωB97M-V/def2-TZVPD) of a structure of composition C2H3O2Sn.

Calculated values
Net charge   +1
ΔE to the lowest compared entry with this formula, charge and spin   4.301 eV
E_LUMO   -5.450 eV

Geometry (Å):
H: -1.404 1.022 -1.298
C: -1.468 0.269 -0.521
C: -1.728 -0.350 0.497
H: -2.153 -0.626 1.455
O: 1.923 0.871 -0.346
O: 2.159 -0.511 0.108
H: 2.145 -1.035 -0.705
Sn: 0.527 0.359 0.810

=====

No. 3
The following is a DFT calculation (ωB97M-V/def2-TZVPD) of a structure of composition C2H3O3PS.

Calculated values
ΔE to the lowest compared entry with this formula, charge and spin   0.468 eV
E_LUMO   -0.291 eV

Geometry (Å):
C: -0.672 -1.504 0.404
C: -0.714 -0.200 0.423
O: 0.373 2.192 -0.347
O: 1.672 0.310 0.243
O: 0.280 0.358 -2.037
P: 1.783 1.740 0.294
S: -0.583 0.899 -1.033
H: -0.674 -2.063 1.359
H: -0.769 -2.005 -0.614
H: -0.698 0.273 1.309

=====

No. 4
The following is a DFT calculation (ωB97M-V/def2-TZVPD) of the ion C2H3O3S with charge -1.

Calculated values
Net charge   -1
ΔE to the lowest compared entry with this formula, charge and spin   4.561 eV
E_LUMO   3.839 eV

Geometry (Å):
C: 0.930 -1.230 0.080
C: -0.411 0.421 -0.271
O: -1.142 -1.338 -2.002
O: -1.149 1.232 0.623
O: 0.891 0.254 0.127
S: -0.866 -1.389 -0.517
H: 1.547 -1.590 -0.664
H: -1.107 0.817 1.468
H: -0.468 0.845 -1.311

=====

No. 5
The following is a DFT calculation (ωB97M-V/def2-TZVPD) of a cluster of 2 separate species, C2H3O3S in total.

Calculated values
Net charge   -1
ΔE to the lowest compared entry with this formula, charge and spin   3.412 eV
E_LUMO   3.781 eV

Geometry (Å):
C: -0.477 -1.551 -1.073
C: -0.089 -2.623 -1.454
O: -1.681 2.006 -0.958
O: -1.025 -0.564 -0.627
O: 0.543 1.368 -1.945
S: -0.365 1.382 -0.797
H: 1.323 1.504 4.461
H: 0.245 -3.591 -1.638
H: 1.527 2.069 4.030

=====

No. 6
The following is a DFT calculation (ωB97M-V/def2-TZVPD) of a cluster of 2 separate species, C2H3OP in total.

Calculated values
ΔE to the lowest compared entry with this formula, charge and spin   2.207 eV
SMILES   C#P.C=O
E_LUMO   0.039 eV

Geometry (Å):
C: 1.246 -0.765 0.566
P: 1.354 -1.498 1.929
H: 1.189 -0.261 -0.451
C: -0.937 0.604 -0.515
O: -1.925 0.042 -0.946
H: -0.596 0.573 0.511
H: -0.331 1.306 -1.095

=====

No. 7
The following is a DFT calculation (ωB97M-V/def2-TZVPD) of an isolated molecule of C2H3OP.

Calculated values
ΔE to the lowest compared entry with this formula, charge and spin   0.949 eV
E_LUMO   0.455 eV

Geometry (Å):
C: 0.440 -0.273 -0.743
C: -0.050 0.396 0.460
O: -1.039 -0.553 0.768
P: -0.718 -1.471 -0.592
H: 0.984 -0.040 -1.546
H: 0.733 0.512 1.230
H: -0.351 1.430 0.422

=====

No. 8
The following is a DFT calculation (ωB97M-V/def2-TZVPD) of a cluster of 2 separate species, C2H3OP in total.

Calculated values
ΔE to the lowest compared entry with this formula, charge and spin   2.456 eV
SMILES   C#P.C=O
E_LUMO   0.241 eV

Geometry (Å):
C: -1.730 -0.399 -2.129
P: -3.010 -0.354 -1.274
H: -0.769 -0.572 -2.336
C: 1.361 0.451 -0.017
O: 1.160 -0.212 0.958
H: 1.757 0.163 -0.942
H: 0.938 1.378 -0.008